The following is a DFT calculation (wB97M-V/def2-TZVPD) of a structure of composition C20H25AsBr2F6N2O8PS2SiSn.

Each line ends with the natural charge from an NBO analysis.
Positions of all 69 atoms, in Å:
1 Sn 0.623 -0.746 0.753  1.44
2 O 1.708 -2.215 -1.331  -0.99
3 S 2.438 -1.046 -1.792  2.57
4 O 3.662 -1.338 -2.500  -1.00
5 O 1.496 -0.248 -2.774  -0.99
6 O 2.617 -0.083 -0.643  -1.07
7 C 2.081 3.518 4.679  -1.12
8 Si 0.277 3.764 4.278  1.66
9 C -0.546 4.493 5.806  -1.12
10 C 0.095 5.048 2.924  -1.12
11 C -0.673 2.226 3.811  -0.57
12 C -1.864 1.901 4.454  -0.15
13 C -2.610 0.792 4.075  -0.25
14 C -2.131 0.019 3.034  0.08
15 N -1.010 0.309 2.386  -0.55
16 C -0.283 1.373 2.753  0.13
17 S 1.144 1.618 1.779  -0.40
18 H 2.529 4.458 5.015  0.22
19 H 2.612 3.167 3.792  0.27
20 H 2.213 2.767 5.462  0.24
21 H 0.029 5.352 6.163  0.22
22 H -0.610 3.770 6.625  0.23
23 H -1.560 4.840 5.584  0.22
24 H 0.539 6.004 3.219  0.22
25 H -0.961 5.218 2.692  0.22
26 H 0.592 4.700 2.013  0.26
27 H -2.213 2.517 5.277  0.20
28 H -3.524 0.519 4.585  0.20
29 H -2.655 -0.870 2.700  0.22
30 Br -2.241 -2.261 -2.769  0.05
31 C -2.965 -0.675 -2.028  -0.23
32 C -4.276 -0.329 -2.366  -0.23
33 C -4.859 0.781 -1.830  -0.12
34 Br -6.670 1.180 -2.297  -0.02
35 C -4.139 1.623 -0.951  -0.12
36 C -4.666 2.788 -0.349  -0.16
37 C -3.863 3.577 0.421  -0.27
38 C -2.513 3.214 0.578  0.04
39 N -2.007 2.121 0.073  -0.38
40 C -2.787 1.295 -0.654  0.09
41 C -2.159 0.066 -1.148  0.45
42 O -0.981 -0.318 -0.850  -0.82
43 H -4.828 -0.958 -3.051  0.23
44 H -5.706 3.040 -0.507  0.21
45 H -4.247 4.470 0.898  0.20
46 H -1.830 3.843 1.145  0.19
47 F -1.217 -2.586 2.647  -0.64
48 As -0.203 -3.072 3.976  2.84
49 F 1.182 -2.970 2.925  -0.63
50 F -0.459 -4.730 3.526  -0.63
51 F 0.799 -3.623 5.287  -0.64
52 F -1.602 -3.111 5.002  -0.64
53 F 0.097 -1.432 4.459  -0.63
54 C 4.321 1.747 -2.744  -0.25
55 O 3.075 1.588 -3.424  -0.83
56 P 1.676 1.582 -2.642  2.12
57 O 1.866 3.124 -2.089  -0.81
58 C 0.787 3.715 -1.374  -0.27
59 O 0.613 1.884 -3.803  -0.83
60 C -0.456 1.023 -4.211  -0.25
61 H 5.035 2.073 -3.498  0.17
62 H 4.635 0.795 -2.318  0.22
63 H 4.238 2.500 -1.960  0.18
64 H 1.201 4.501 -0.743  0.18
65 H 0.283 2.991 -0.738  0.22
66 H 0.067 4.148 -2.074  0.16
67 H -1.398 1.524 -3.990  0.18
68 H -0.424 0.063 -3.706  0.23
69 H -0.368 0.872 -5.287  0.17

Results
* multiplicity: 2
* orbital gap (alpha / beta): 6.38 / 6.53 eV
* molar mass: 1012.049 g mol⁻¹
* calculated total energy: -11113.476275 Ha
* total charge: -2
* ΔE to the lowest compared entry with this formula, charge and spin: 1.052 eV
* <S²>: 0.75